--- w ---
Entry from OMol25: a structure of composition C3H2Br2P2 (ωB97M-V with the def2-TZVPD basis set).

Properties
E_LUMO (alpha / beta)   -1.45 / -1.21 eV
HOMO-LUMO gap (alpha / beta)   6.74 / 7.19 eV

Each line ends with the natural charge from an NBO analysis.
Cartesian coordinates (Å):
1 C -0.84779 -0.69658 0.13488  -0.46
2 C 0.57301 -0.74490 -0.09257  -0.28
3 C 1.23288 0.39110 -0.32389  -0.28
4 P -0.13670 2.35231 0.00161  0.22
5 P -1.64625 0.88903 -0.20619  0.31
6 Br 1.37333 -2.46351 -0.16115  0.08
7 Br 3.00613 0.68224 -0.27549  0.18
8 H -1.36227 -1.63600 -0.02602  0.23
9 H -2.19235 1.22632 0.94883  0.00


--- x ---
Entry from OMol25: a cluster of 2 separate species, C3H2Br2P2 in total (ωB97M-V with the def2-TZVPD basis set).

Properties
E_LUMO (alpha / beta)   -2.38 / -2.44 eV
HOMO-LUMO gap (alpha / beta)   6.87 / 6.81 eV

Each line ends with the natural charge from an NBO analysis.
Cartesian coordinates (Å):
1 C -1.41186 0.19830 0.64355  -0.57
2 C -0.51490 0.69295 -0.38165  -0.33
3 C 0.66777 0.05742 -0.39578  -0.07
4 P -0.86583 -1.21108 1.53292  0.41
5 P 1.25033 -0.87741 1.05026  0.33
6 Br -1.32653 1.75551 -1.69314  0.14
7 Br 2.87963 0.85903 -1.74624  -0.24
8 H -2.49768 0.48077 0.64818  0.27
9 H 1.81907 -1.95549 0.34189  0.05


Which of them is the most stable? Correct choice: x.


--- w ---
Entry from OMol25: a cluster of 2 separate species, C11H18 in total (ωB97M-V with the def2-TZVPD basis set).

Properties
E_LUMO   0.94 eV
HOMO-LUMO gap   10.06 eV

Each line ends with the natural charge from an NBO analysis.
Cartesian coordinates (Å):
1 C 4.20060 0.40044 0.35103  -0.22
2 C 2.94928 0.98879 0.14217  -0.21
3 C 1.84323 0.24492 -0.20034  -0.24
4 C 2.00039 -1.12903 -0.32282  -0.21
5 C 3.22768 -1.72183 -0.20661  -0.21
6 C 4.35722 -0.97173 0.16352  -0.21
7 H 5.04874 0.96545 0.65332  0.21
8 H 2.82765 2.08827 0.29261  0.20
9 H 0.83628 0.66816 -0.32260  0.23
10 H 1.15244 -1.79942 -0.52443  0.20
11 H 3.28648 -2.82428 -0.25479  0.21
12 H 5.32415 -1.43557 0.29681  0.21
13 C -4.52784 -0.99935 0.02213  -0.63
14 C -2.93331 -0.97653 0.33675  -0.41
15 C -2.32659 0.40046 0.17802  -0.38
16 C -0.73826 0.68582 0.27007  -0.45
17 C -0.33656 2.00311 -0.36099  -0.66
18 H -5.03116 -0.31397 0.70914  0.21
19 H -4.51482 -0.44945 -1.10282  0.20
20 H -5.06590 -2.03714 -0.40311  0.24
21 H -2.44611 -1.49968 -0.55110  0.19
22 H -2.58812 -1.48338 1.27375  0.21
23 H -2.50477 0.86148 -0.83890  0.19
24 H -2.90515 0.89283 0.94378  0.19
25 H -0.36619 -0.14686 -0.32670  0.20
26 H -0.44165 0.50765 1.43789  0.23
27 H -0.13874 2.82848 0.56083  0.24
28 H 0.76609 2.01669 -0.92515  0.24
29 H -0.95504 2.23568 -1.29146  0.23


--- x ---
Entry from OMol25: a cluster of 3 separate species, C11H18 in total (ωB97M-V with the def2-TZVPD basis set).

Properties
E_LUMO   0.78 eV
HOMO-LUMO gap   10.08 eV

Each line ends with the natural charge from an NBO analysis.
Cartesian coordinates (Å):
1 C -2.21507 0.39224 -1.35179  -0.22
2 C -2.53118 -1.00159 -1.04629  -0.23
3 C -2.59840 -1.38776 0.24918  -0.21
4 C -2.70274 -0.31447 1.26962  -0.21
5 C -2.64447 0.92314 0.90178  -0.22
6 C -2.25633 1.36176 -0.39810  -0.20
7 C 2.43038 0.07699 -0.03119  -0.17
8 C 2.31609 -1.06223 -0.91813  -0.59
9 C 3.92462 -0.14777 0.35954  -0.59
10 C 1.62935 -0.29250 1.21928  -0.58
11 C 2.06828 1.40614 -0.46896  -0.61
12 H -1.65192 0.97597 -2.14143  0.23
13 H -2.35493 -1.79147 -1.86488  0.22
14 H -2.69818 -2.37171 0.71177  0.22
15 H -2.77326 -0.43893 2.41528  0.22
16 H -2.64384 1.58765 1.69036  0.20
17 H -2.27034 2.29654 -0.58851  0.19
18 H 2.93496 -0.82630 -1.73322  0.20
19 H 2.67033 -2.03480 -0.42731  0.20
20 H 1.29169 -1.24017 -1.06803  0.21
21 H 4.27468 0.57627 1.04630  0.20
22 H 4.12342 -1.10920 0.52882  0.21
23 H 4.47765 0.27658 -0.51530  0.20
24 H 1.77284 0.58190 1.86050  0.20
25 H 2.17651 -1.18144 1.67325  0.20
26 H 0.43517 -0.50306 0.92587  0.22
27 H 0.88653 2.08050 0.03935  0.21
28 H 2.84256 1.83129 0.45746  0.24
29 H 1.98294 1.56668 -1.71997  0.25


Which of them is the most stable? Correct choice: w.


--- w ---
Entry from OMol25: a cluster of 2 separate species, C11H18 in total (ωB97M-V with the def2-TZVPD basis set).

Properties
E_LUMO   0.89 eV
HOMO-LUMO gap   9.92 eV

Each line ends with the natural charge from an NBO analysis.
Cartesian coordinates (Å):
1 C -0.71046 -0.96288 -2.12447  -0.63
2 C -0.83471 -1.75100 -0.83651  0.00
3 C -0.39042 -3.04671 -0.76923  -0.22
4 C -0.64971 -3.85874 0.36259  -0.21
5 C -1.15165 -3.28199 1.49657  -0.23
6 C -1.18607 -1.87767 1.54811  -0.20
7 C -0.98182 -1.10335 0.43080  -0.22
8 H 0.20089 -1.30090 -2.61502  0.22
9 H -0.63024 0.10421 -1.93814  0.21
10 H -1.56893 -1.15548 -2.76810  0.22
11 H 0.05346 -3.61030 -1.58413  0.21
12 H -0.49777 -4.91543 0.18509  0.21
13 H -1.44110 -3.78140 2.41265  0.22
14 H -1.12466 -1.32115 2.47335  0.21
15 H -1.12680 -0.03866 0.39729  0.21
16 C -0.32075 3.15488 0.35570  -0.61
17 C 0.58935 1.93940 0.06234  -0.21
18 C 1.71612 2.30429 -0.91039  -0.61
19 C 1.28687 1.51043 1.38865  -0.62
20 H -0.49686 3.63752 -0.61161  0.20
21 H 0.26592 3.87683 0.92073  0.20
22 H -1.23050 2.81485 0.83909  0.21
23 H -0.01772 1.16473 -0.37515  0.19
24 H 2.11543 3.26901 -0.61514  0.20
25 H 2.52204 1.57574 -0.92544  0.21
26 H 1.33072 2.37748 -1.93138  0.20
27 H 1.27964 0.42146 1.43114  0.22
28 H 2.25938 1.99137 1.43447  0.21
29 H 0.74034 1.86345 2.26615  0.20


--- x ---
Entry from OMol25: a structure of composition C11H18 (ωB97M-V with the def2-TZVPD basis set).

Properties
E_LUMO   0.94 eV
HOMO-LUMO gap   10.23 eV

Each line ends with the natural charge from an NBO analysis.
Cartesian coordinates (Å):
1 C 0.00011 -1.50766 2.66319  -0.58
2 C -0.60482 -0.44324 1.77845  -0.46
3 C -0.22061 0.93433 2.10162  -0.40
4 C -0.99789 1.83762 1.11403  -0.38
5 C -0.88272 3.37927 1.41637  -0.62
6 C 0.78154 -1.43400 -1.23798  -0.24
7 C 1.64014 -0.57013 -1.83645  -0.18
8 C 1.37215 -0.12472 -3.18259  -0.25
9 C 0.52523 -0.69392 -3.96259  -0.19
10 C -0.10569 -1.87265 -3.51799  -0.23
11 C 0.05987 -2.18493 -2.22910  -0.20
12 H 1.20887 -2.11292 2.20721  0.18
13 H 0.23027 -1.08116 3.84489  0.22
14 H -0.85190 -2.39215 2.63987  0.22
15 H -1.64898 -0.58165 1.74573  0.20
16 H -0.45917 -0.68083 0.81719  0.22
17 H -0.46598 1.35516 3.07458  0.20
18 H 0.83527 1.14519 2.11458  0.20
19 H -2.15272 1.56824 1.20414  0.19
20 H -0.55301 1.52194 0.21844  0.20
21 H 0.14659 3.76459 1.67995  0.21
22 H -1.36909 4.02568 0.74413  0.21
23 H -1.56614 3.65553 2.30559  0.20
24 H 1.08299 -1.89133 -0.29914  0.22
25 H 2.45686 -0.24885 -1.06646  0.22
26 H 2.25758 0.53044 -3.43772  0.22
27 H 0.23844 -0.35453 -4.90475  0.21
28 H -0.72636 -2.47014 -4.21186  0.22
29 H -0.23082 -3.07319 -1.78333  0.20


Which of them is the most stable? Correct choice: w.


--- w ---
Entry from OMol25: a cluster of 2 separate species, C11H18 in total (ωB97M-V with the def2-TZVPD basis set).

Properties
E_LUMO   0.95 eV
HOMO-LUMO gap   9.99 eV

Each line ends with the natural charge from an NBO analysis.
Cartesian coordinates (Å):
1 C 2.43853 -0.13858 1.86634  -0.63
2 C 1.53846 0.91594 1.27429  0.00
3 C 1.94976 1.69706 0.20103  -0.22
4 C 1.01269 2.49590 -0.44065  -0.20
5 C -0.28023 2.58838 0.04098  -0.23
6 C -0.67623 1.86254 1.15929  -0.20
7 C 0.23842 1.02468 1.75937  -0.23
8 H 3.48812 0.16677 1.98732  0.22
9 H 2.49990 -0.97179 1.16878  0.22
10 H 2.09668 -0.52022 2.82528  0.21
11 H 2.95466 1.64153 -0.19000  0.21
12 H 1.29826 3.15709 -1.24468  0.21
13 H -0.93025 3.33033 -0.40876  0.21
14 H -1.72266 1.95314 1.42298  0.22
15 H 0.01275 0.50821 2.68155  0.21
16 C -1.50998 -0.71174 -1.60550  -0.61
17 C -1.21071 -2.07916 -0.96414  -0.23
18 C -2.49693 -2.84975 -0.63869  -0.61
19 C -0.32937 -2.91622 -1.89976  -0.60
20 H -2.56901 -0.70760 -1.85332  0.20
21 H -0.90356 -0.52671 -2.49996  0.21
22 H -1.25283 0.12918 -0.95596  0.22
23 H -0.70951 -1.98474 -0.00045  0.20
24 H -3.30657 -2.65882 -1.36331  0.20
25 H -2.32507 -3.92821 -0.69815  0.20
26 H -2.97827 -2.65289 0.33181  0.21
27 H 0.68787 -2.53529 -1.81143  0.21
28 H -0.20254 -3.95841 -1.58614  0.20
29 H -0.67621 -2.85091 -2.93460  0.20


--- x ---
Entry from OMol25: a cluster of 2 separate species, C11H18 in total (ωB97M-V with the def2-TZVPD basis set).

Properties
E_LUMO   0.91 eV
HOMO-LUMO gap   9.89 eV

Each line ends with the natural charge from an NBO analysis.
Cartesian coordinates (Å):
1 C 0.21649 -0.56218 -2.57004  -0.64
2 C -0.54774 -1.34844 -1.53165  0.00
3 C 0.09834 -2.16621 -0.62953  -0.23
4 C -0.65259 -2.77934 0.38454  -0.20
5 C -2.04685 -2.75472 0.34627  -0.23
6 C -2.67213 -2.11387 -0.71703  -0.20
7 C -1.94981 -1.34796 -1.61443  -0.23
8 H 1.12462 -0.05193 -2.24718  0.22
9 H -0.42572 0.23113 -2.95388  0.21
10 H 0.48760 -1.20026 -3.41303  0.22
11 H 1.16654 -2.31533 -0.52530  0.21
12 H -0.27480 -2.97435 1.38394  0.21
13 H -2.62690 -3.38063 1.00867  0.21
14 H -3.74373 -2.05904 -0.82584  0.21
15 H -2.33742 -0.98132 -2.55766  0.21
16 C 2.02458 2.47350 0.39420  -0.60
17 C 0.87445 1.58421 0.89001  -0.22
18 C 1.34998 0.72163 2.02939  -0.62
19 C -0.33784 2.47836 1.25245  -0.60
20 H 2.55102 2.84496 1.25637  0.20
21 H 1.69486 3.23752 -0.29474  0.21
22 H 2.76436 1.90444 -0.18084  0.20
23 H 0.48482 1.02778 0.03072  0.20
24 H 2.06403 1.26091 2.66639  0.20
25 H 0.60108 0.40603 2.75599  0.21
26 H 1.90185 -0.18134 1.75633  0.21
27 H -1.09824 1.82136 1.66506  0.21
28 H 0.02238 3.27871 1.89824  0.20
29 H -0.71323 2.94637 0.34258  0.20


Which of them is the most stable? Correct choice: w.


--- w ---
Entry from OMol25: the molecule C19H23NO2 (ωB97M-V with the def2-TZVPD basis set).

Properties
E_LUMO   0.83 eV
HOMO-LUMO gap   9.30 eV

Each line ends with the natural charge from an NBO analysis.
Cartesian coordinates (Å):
1 C -2.79877 -2.63484 0.08508  -0.25
2 O -3.71697 -1.56106 -0.01012  -0.53
3 C -3.15819 -0.35899 -0.40313  0.23
4 C -3.56310 0.18456 -1.61577  -0.25
5 C -3.03111 1.37868 -2.06128  -0.21
6 C -2.07262 2.02962 -1.30522  -0.21
7 C -1.67030 1.52289 -0.07866  -0.08
8 C -0.58671 2.19188 0.73621  -0.24
9 N 0.62221 1.39837 0.85386  -0.63
10 C 1.32149 1.14604 -0.41221  -0.08
11 C 2.52386 2.09038 -0.50112  -0.39
12 C 3.55735 1.66922 0.53404  -0.40
13 C 4.12171 0.30356 0.16301  -0.44
14 C 3.04286 -0.69740 -0.14373  0.08
15 C 3.35092 -2.05373 -0.14769  -0.23
16 C 2.39841 -3.00479 -0.45822  -0.21
17 C 1.11181 -2.60652 -0.78178  -0.21
18 C 0.79550 -1.26219 -0.78365  -0.20
19 C 1.74747 -0.29912 -0.46395  -0.07
20 C -2.23006 0.32900 0.38781  0.29
21 O -1.79832 -0.15516 1.60934  -0.55
22 C -2.80832 -0.31993 2.58725  -0.25
23 H -3.36200 -3.47774 0.48208  0.19
24 H -1.96137 -2.40551 0.74920  0.19
25 H -2.40715 -2.89260 -0.90524  0.17
26 H -4.29327 -0.35587 -2.19810  0.23
27 H -3.34882 1.79057 -3.00704  0.22
28 H -1.63975 2.95367 -1.66041  0.21
29 H -0.94897 2.37202 1.75286  0.21
30 H -0.32593 3.15332 0.28565  0.20
31 H 0.39341 0.52160 1.31092  0.38
32 H 0.64778 1.33630 -1.26325  0.19
33 H 2.18925 3.11060 -0.30975  0.21
34 H 2.95289 2.04789 -1.50464  0.20
35 H 3.06282 1.61729 1.50502  0.22
36 H 4.36518 2.40095 0.59400  0.21
37 H 4.75626 -0.07823 0.96645  0.21
38 H 4.75353 0.40425 -0.72704  0.21
39 H 4.35702 -2.36327 0.10003  0.21
40 H 2.65717 -4.05358 -0.45091  0.21
41 H 0.36109 -3.34202 -1.03256  0.21
42 H -0.20574 -0.94236 -1.04009  0.21
43 H -3.61193 -0.97528 2.24497  0.19
44 H -3.23508 0.64962 2.86610  0.18
45 H -2.31554 -0.76209 3.45166  0.19


--- x ---
Entry from OMol25: the molecule C19H23NO2 (ωB97M-V with the def2-TZVPD basis set).

Properties
E_LUMO   0.79 eV
HOMO-LUMO gap   8.97 eV

Each line ends with the natural charge from an NBO analysis.
Cartesian coordinates (Å):
1 C 1.70182 3.86061 -0.21718  -0.25
2 O 1.19426 2.85653 0.62122  -0.50
3 C 0.01370 2.25562 0.27648  0.27
4 C -0.67050 2.48265 -0.90773  -0.30
5 C -1.86725 1.82759 -1.15538  -0.20
6 C -2.41811 0.95925 -0.22756  -0.04
7 C -3.75333 0.31626 -0.49227  -0.41
8 C -3.81850 -1.18425 -0.19285  -0.40
9 C -2.69033 -1.97287 -0.86411  -0.51
10 C -1.56606 -2.27869 0.11577  0.70
11 O -1.73752 -2.39924 1.31078  -0.65
12 N -0.35898 -2.46083 -0.46345  -0.61
13 C 0.82330 -2.77740 0.30246  -0.27
14 C 1.99517 -1.89036 -0.02039  0.06
15 C 3.28646 -2.34420 0.22135  -0.24
16 C 4.37811 -1.54074 -0.05218  -0.20
17 C 4.19218 -0.27478 -0.58169  -0.22
18 C 2.90958 0.18155 -0.82824  -0.19
19 C 1.81609 -0.61797 -0.54602  -0.26
20 C -1.71942 0.73756 0.95556  -0.23
21 C -0.50775 1.34949 1.21336  0.04
22 C 0.26022 1.06872 2.46630  -0.65
23 H 0.99437 4.68972 -0.32798  0.18
24 H 1.95895 3.47636 -1.21081  0.17
25 H 2.60693 4.22252 0.26892  0.20
26 H -0.28710 3.16580 -1.64994  0.22
27 H -2.38143 2.01702 -2.08775  0.21
28 H -4.51129 0.81905 0.11698  0.22
29 H -4.01860 0.48143 -1.54024  0.20
30 H -3.75440 -1.36121 0.88205  0.23
31 H -4.78828 -1.55487 -0.53021  0.21
32 H -2.29998 -1.43356 -1.72849  0.21
33 H -3.06536 -2.94030 -1.20919  0.24
34 H -0.25353 -2.36414 -1.46047  0.40
35 H 0.53851 -2.65755 1.35432  0.25
36 H 1.10329 -3.82783 0.14660  0.20
37 H 3.43420 -3.33348 0.63096  0.21
38 H 5.37605 -1.90438 0.14455  0.21
39 H 5.04385 0.35247 -0.79970  0.21
40 H 2.75825 1.16729 -1.24031  0.21
41 H 0.81772 -0.24512 -0.72196  0.23
42 H -2.12190 0.06397 1.69563  0.23
43 H 1.26988 0.74596 2.21536  0.23
44 H -0.22965 0.29391 3.04924  0.22
45 H 0.34639 1.97245 3.06817  0.22


Which of them is the most stable? Correct choice: x.